Molecular formula: C48H95NO37P2
Method: DFT, ωB97M-V/def2-TZVPD

total charge: 0
HOMO-LUMO gap: 9.5093 eV
calculated total energy: -147146.400 eV
energy relative to the best compared isomer or geometry (same formula, charge and spin): 0.0 kJ/mol

Last column: Mulliken charge in e.
Cartesian coordinates (Å):
O -0.330 2.049 7.053  -0.655
N 0.602 1.272 7.059  1.187
O 0.869 0.514 7.976  -0.627
C 1.468 1.222 5.878  -0.332
C 1.205 2.098 4.837  -0.079
C 2.003 2.035 3.703  -0.229
C 3.070 1.158 3.626  -0.651
C 3.356 0.338 4.704  -0.629
C 2.532 0.357 5.819  -0.543
H 0.414 2.832 4.785  0.564
H 1.770 2.714 2.894  0.510
H 3.734 1.149 2.770  0.684
H 4.172 -0.372 4.700  0.380
H 2.732 -0.361 6.603  0.422
C 1.440 5.650 -1.202  -0.984
O 0.299 4.865 -0.896  0.132
P -0.144 4.708 0.618  0.400
O 0.947 4.482 1.562  -0.744
O -1.170 5.859 0.972  -0.341
C -0.696 7.205 1.131  -0.715
O -1.089 3.460 0.549  -0.122
C -2.175 3.309 -0.337  -0.214
H 2.231 5.057 -1.662  0.151
H 1.899 6.120 -0.332  0.510
H 1.206 6.440 -1.918  0.415
H -1.032 7.577 2.092  0.302
H -1.132 7.826 0.345  0.275
H 0.385 7.264 1.016  0.301
H -2.557 4.267 -0.714  0.404
H -3.032 2.842 0.140  0.198
H -1.850 2.758 -1.220  -0.273
C -2.768 -2.501 -0.585  -0.443
O -2.157 -2.773 -1.838  0.539
P -3.021 -3.173 -3.087  -0.039
O -4.009 -2.186 -3.536  -0.555
O -1.931 -3.546 -4.160  -0.408
C -1.354 -2.522 -4.979  -0.431
O -3.612 -4.571 -2.652  -0.249
C -4.055 -5.507 -3.656  -0.780
H -2.522 -3.316 0.106  0.354
H -3.859 -2.463 -0.558  0.420
H -2.365 -1.590 -0.150  -0.049
H -1.810 -2.584 -5.962  0.373
H -0.280 -2.705 -5.050  0.144
H -1.477 -1.527 -4.557  0.083
H -5.073 -5.780 -3.401  0.274
H -3.392 -6.371 -3.651  0.266
H -3.991 -5.094 -4.663  0.347
C -4.985 -0.314 4.042  -0.754
C -5.668 0.110 2.756  -0.544
O -4.685 0.208 1.743  -0.056
C -5.114 0.263 0.483  0.495
O -6.252 0.188 0.117  -0.620
O -4.035 0.390 -0.283  0.160
C -4.195 0.656 -1.667  -0.502
H -5.573 -0.046 4.918  0.459
H -3.993 0.140 4.099  0.099
H -4.816 -1.392 4.095  0.151
H -6.199 1.055 2.891  0.327
H -6.433 -0.625 2.493  0.360
H -3.443 1.382 -1.968  0.081
H -5.168 1.127 -1.823  0.473
H -4.118 -0.207 -2.329  0.078
C 3.142 2.945 -5.691  -0.927
C 2.640 4.353 -5.906  -0.307
O 1.333 4.433 -5.350  -0.027
C 0.606 5.512 -5.704  0.556
O 0.898 6.255 -6.588  -0.591
O -0.473 5.656 -4.948  -0.439
C -0.747 4.696 -3.934  1.102
H 4.199 2.895 -5.969  0.518
H 2.564 2.201 -6.237  0.024
H 3.146 2.614 -4.648  0.201
H 2.634 4.595 -6.967  0.357
H 3.307 5.060 -5.410  0.263
H -0.076 4.826 -3.091  -0.430
H -0.684 3.698 -4.352  -0.306
H -1.736 4.841 -3.503  0.306
C 4.528 -0.702 0.413  0.098
C 4.974 -2.074 0.890  -0.541
O 4.006 -3.087 0.600  -0.416
C 2.906 -3.061 1.347  0.823
O 2.756 -2.401 2.341  -0.643
O 1.983 -3.809 0.752  -0.421
C 0.811 -4.085 1.496  0.055
H 3.680 -0.312 0.976  -0.369
H 4.202 -0.692 -0.629  0.068
H 5.373 -0.018 0.513  0.307
H 5.276 -2.061 1.934  0.295
H 5.829 -2.359 0.277  0.367
H 0.445 -3.232 2.053  -0.501
H 0.955 -4.946 2.148  0.429
H 0.014 -4.336 0.794  0.341
C 1.990 -4.174 -2.461  -0.911
C 2.255 -2.791 -2.937  0.595
O 2.289 -2.856 -4.397  -0.400
C 2.218 -1.695 -5.023  0.776
O 2.161 -0.618 -4.476  -0.444
O 2.223 -1.928 -6.331  -0.393
C 1.983 -0.875 -7.259  -0.084
H 0.991 -4.509 -2.756  0.258
H 2.002 -4.238 -1.369  -0.062
H 2.690 -4.941 -2.792  0.390
H 3.207 -2.371 -2.606  0.337
H 1.490 -2.063 -2.663  -0.181
H 1.024 -1.030 -7.750  0.250
H 2.771 -0.950 -8.002  0.324
H 2.000 0.077 -6.732  -0.234
C -2.933 -0.364 8.363  -1.077
C -2.887 -1.693 7.625  0.060
O -1.541 -2.115 7.408  -0.445
C -0.997 -1.810 6.248  0.715
O -1.545 -1.237 5.332  -0.344
O 0.283 -2.177 6.266  -0.515
C 0.913 -2.370 5.015  -0.378
H -2.547 -0.507 9.374  0.315
H -3.974 -0.063 8.501  0.399
H -2.371 0.418 7.856  0.218
H -3.397 -1.641 6.662  0.009
H -3.369 -2.453 8.239  0.358
H 0.704 -3.333 4.543  0.221
H 1.984 -2.267 5.140  0.322
H 0.597 -1.604 4.302  0.216
C -0.826 0.512 2.519  1.011
C 0.088 -0.436 1.764  1.804
O -0.108 -0.414 0.347  0.184
C 0.533 0.512 -0.356  0.172
O 1.431 1.204 0.028  -0.673
O 0.067 0.445 -1.602  0.497
C 0.489 1.405 -2.550  -0.304
H -1.873 0.269 2.316  -0.367
H -0.642 1.573 2.356  -0.236
H -0.642 0.352 3.584  -0.689
H -0.206 -1.414 2.123  -1.196
H 1.126 -0.181 1.969  -0.408
H -0.197 1.368 -3.386  -0.284
H 1.508 1.211 -2.891  0.453
H 0.548 2.413 -2.124  -0.185
C -5.791 1.252 -6.471  -1.422
C -5.143 0.907 -5.157  0.120
O -3.882 1.564 -4.992  -0.256
C -2.871 1.012 -5.655  0.792
O -2.893 -0.034 -6.246  -0.605
O -1.799 1.795 -5.506  -0.363
C -0.597 1.335 -6.087  -0.374
H -6.001 2.313 -6.613  0.311
H -6.781 0.789 -6.530  0.415
H -5.201 0.877 -7.306  0.346
H -5.067 -0.176 -5.045  0.129
H -5.768 1.211 -4.317  0.345
H 0.216 1.765 -5.512  -0.145
H -0.531 1.667 -7.128  0.470
H -0.545 0.249 -6.138  0.200
C -1.774 -9.292 3.855  -1.218
C -1.342 -7.903 4.275  -0.167
O -1.954 -6.961 3.382  -0.312
C -1.606 -5.695 3.549  0.769
O -0.690 -5.280 4.207  -0.578
O -2.379 -4.949 2.750  -0.385
C -2.373 -3.539 2.987  0.364
H -1.510 -9.973 4.666  0.380
H -1.245 -9.615 2.960  0.308
H -2.850 -9.325 3.708  0.322
H -0.263 -7.760 4.309  0.296
H -1.716 -7.717 5.286  0.284
H -1.575 -3.013 2.461  -0.450
H -2.159 -3.309 4.031  0.079
H -3.337 -3.185 2.639  0.293
C 8.992 3.134 2.622  -1.124
C 8.374 3.480 1.294  -0.270
O 7.097 2.830 1.210  -0.251
C 6.085 3.550 0.737  0.587
O 6.136 4.683 0.333  -0.617
O 4.998 2.798 0.770  0.105
C 3.776 3.437 0.407  -0.489
H 8.289 3.294 3.439  0.307
H 9.900 3.696 2.852  0.384
H 9.329 2.094 2.667  0.267
H 8.971 3.101 0.461  0.256
H 8.299 4.557 1.170  0.340
H 3.811 3.710 -0.650  0.376
H 3.662 4.369 0.960  0.490
H 2.936 2.783 0.600  -0.320

Molecular formula: C48H96Br8O30
Method: DFT, ωB97M-V/def2-TZVPD

total charge: 0
HOMO-LUMO gap: 9.7608 eV
calculated total energy: -673097.847 eV

Last column: Mulliken charge in e.
Cartesian coordinates (Å):
C -6.062 0.976 -3.475  -1.331
C -5.524 0.217 -2.299  0.052
O -6.075 0.819 -1.158  -0.413
C -5.279 1.491 -0.362  0.697
O -4.050 1.584 -0.420  0.106
O -6.010 2.131 0.535  -0.471
C -5.306 2.687 1.588  -0.126
H -5.583 1.905 -3.451  0.191
H -7.123 1.094 -3.496  0.385
H -5.706 0.445 -4.424  0.339
H -4.467 0.297 -2.247  0.139
H -5.833 -0.792 -2.223  0.369
H -5.017 3.718 1.355  0.200
H -4.415 2.102 1.800  -0.314
H -5.991 2.537 2.476  0.316
C 4.106 -3.927 4.929  -1.609
C 3.489 -2.938 3.979  1.069
O 3.093 -3.788 2.876  -0.465
C 2.664 -3.121 1.847  0.597
O 2.456 -1.957 1.803  -0.043
O 2.369 -3.994 0.817  -0.531
C 1.917 -3.360 -0.405  0.376
H 3.440 -4.697 5.201  0.442
H 4.554 -3.455 5.870  0.361
H 4.988 -4.378 4.375  0.222
H 4.150 -2.187 3.672  -0.505
H 2.520 -2.483 4.324  0.142
H 2.697 -2.687 -0.784  -0.022
H 1.022 -2.799 -0.236  -0.463
H 1.742 -4.186 -1.065  0.282
C -6.274 -3.845 0.750  -0.931
C -6.392 -2.294 1.015  -0.227
O -5.054 -1.764 1.577  0.045
C -4.107 -1.794 0.642  -0.958
O -4.231 -1.996 -0.498  -0.202
O -2.977 -1.365 1.246  0.861
C -1.885 -1.251 0.302  -1.012
H -5.851 -4.312 1.664  -0.061
H -5.773 -3.946 -0.201  0.268
H -7.256 -4.178 0.549  0.551
H -7.187 -2.076 1.782  0.362
H -6.545 -1.664 0.089  0.148
H -1.032 -0.961 0.879  0.542
H -2.035 -0.512 -0.448  0.741
H -1.709 -2.221 -0.155  -0.620
C -0.553 6.192 -6.649  -1.325
C 0.160 5.208 -5.690  -0.041
O 0.791 5.949 -4.627  -0.331
C 0.158 5.955 -3.515  0.862
O -0.868 5.329 -3.308  -0.395
O 0.684 6.793 -2.672  -0.420
C 0.006 6.942 -1.376  -0.651
H 0.189 6.913 -7.074  0.302
H -1.362 6.706 -6.178  0.334
H -0.789 5.534 -7.541  0.386
H 0.958 4.722 -6.280  0.322
H -0.577 4.536 -5.302  0.173
H -0.979 7.233 -1.591  0.337
H 0.576 7.693 -0.909  0.310
H 0.035 6.000 -0.844  0.149
C -4.463 0.610 5.259  -1.664
C -4.047 -0.679 4.473  1.478
O -5.145 -1.580 4.697  -0.461
C -4.772 -2.854 4.648  1.032
O -3.693 -3.327 4.718  -0.587
O -5.914 -3.593 4.503  -0.402
C -5.801 -5.054 4.443  -0.704
H -4.300 0.415 6.341  0.351
H -5.495 0.830 5.068  0.514
H -3.907 1.527 4.968  0.257
H -3.146 -1.142 4.874  -0.365
H -3.902 -0.534 3.435  -0.392
H -6.183 -5.409 5.406  0.279
H -4.747 -5.398 4.364  0.293
H -6.412 -5.397 3.627  0.289
C 2.817 0.511 -4.946  -0.124
C 3.880 1.594 -4.602  -0.712
O 3.183 2.629 -3.888  0.043
C 3.862 3.795 -3.894  0.464
O 4.887 3.978 -4.524  -0.626
O 3.315 4.622 -3.029  -0.007
C 3.907 5.920 -2.939  -0.881
H 2.171 0.386 -4.119  -0.379
H 3.345 -0.491 -5.086  0.207
H 2.230 0.718 -5.860  0.308
H 4.346 2.055 -5.462  0.549
H 4.635 1.166 -4.018  0.343
H 4.039 6.418 -3.882  0.352
H 4.873 5.881 -2.369  0.354
H 3.294 6.559 -2.304  0.189
C 4.843 0.290 3.290  -1.007
C 5.240 -0.396 2.081  0.148
O 5.892 -1.563 2.579  -0.359
C 6.397 -2.432 1.642  0.722
O 6.354 -2.262 0.409  -0.585
O 6.923 -3.433 2.406  -0.266
C 7.723 -4.353 1.648  -0.661
H 4.409 1.245 3.022  0.372
H 5.736 0.289 3.941  0.289
H 4.064 -0.314 3.762  0.071
H 5.928 0.239 1.457  0.570
H 4.362 -0.658 1.493  -0.126
H 7.897 -5.244 2.294  0.234
H 8.729 -3.961 1.389  0.274
H 7.159 -4.645 0.740  0.301
C 3.188 2.280 -0.125  -0.960
C 2.620 0.934 -0.714  0.231
O 1.429 1.308 -1.463  0.555
C 0.587 0.275 -1.805  -0.044
O 0.705 -0.844 -1.368  -0.060
O -0.403 0.627 -2.633  -0.251
C -0.586 2.009 -3.075  -1.036
H 3.634 2.110 0.866  0.009
H 2.341 2.933 -0.008  0.225
H 3.948 2.736 -0.771  0.304
H 2.395 0.239 0.078  0.034
H 3.291 0.415 -1.456  0.055
H -0.460 2.696 -2.260  0.216
H -1.556 2.076 -3.424  0.514
H 0.069 2.251 -3.873  0.356
C 6.513 -3.189 -3.031  -1.216
C 5.012 -2.977 -2.974  0.413
O 4.456 -3.258 -4.274  -0.348
C 3.166 -3.736 -4.295  0.792
O 2.402 -3.903 -3.374  -0.518
O 2.945 -3.975 -5.613  -0.396
C 1.678 -4.545 -6.057  -0.638
H 6.621 -4.294 -3.026  0.338
H 6.808 -2.672 -2.053  0.281
H 6.911 -2.766 -3.959  0.344
H 4.708 -1.979 -2.757  -0.177
H 4.525 -3.613 -2.266  0.287
H 1.988 -4.834 -7.067  0.267
H 0.935 -3.794 -6.264  0.255
H 1.322 -5.342 -5.395  0.318
C -0.372 2.371 1.099  0.322
C -1.652 1.985 1.882  0.877
O -1.455 1.973 3.322  -0.689
C -1.036 0.831 3.793  1.123
O -0.559 -0.072 3.185  -0.132
O -1.169 0.833 5.128  -0.510
C -0.639 -0.366 5.765  -0.600
H -0.697 2.357 0.030  -0.538
H 0.501 1.600 0.987  -0.385
H -0.099 3.418 1.268  0.500
H -2.106 1.073 1.637  -0.825
H -2.396 2.718 1.770  0.412
H -1.330 -1.270 5.634  0.182
H -0.720 -0.118 6.802  0.292
H 0.421 -0.554 5.473  0.241
Br -1.950 -2.328 -4.839  -0.219
C -1.852 -2.726 -2.922  0.875
C -1.100 -4.014 -2.695  0.395
Br -1.926 -5.624 -3.463  -0.160
H -2.897 -2.837 -2.520  0.269
H -1.112 -2.003 -2.511  -0.811
H -1.125 -4.233 -1.614  -0.473
H -0.087 -3.996 -3.069  0.043
Br 2.943 4.167 4.243  -0.147
C 1.764 2.680 4.637  0.463
C 1.364 2.781 6.141  -0.343
Br 2.747 2.333 7.477  -0.172
H 2.286 1.786 4.373  -0.154
H 0.916 2.909 4.020  -0.097
H 0.635 2.095 6.317  0.004
H 1.014 3.767 6.461  0.487
Br -1.141 -5.905 4.081  -0.146
C -0.892 -4.298 3.054  0.513
C -1.011 -4.474 1.565  0.471
Br -2.684 -5.082 0.919  -0.136
H 0.130 -3.821 3.166  -0.195
H -1.561 -3.568 3.486  -0.151
H -0.352 -5.198 1.241  0.858
H -0.894 -3.489 1.073  -1.019
Br -3.948 4.773 -3.553  -0.221
C -3.483 4.479 -1.685  1.440
C -3.734 5.764 -1.003  -0.846
Br -2.599 6.102 0.640  -0.241
H -2.450 4.203 -1.725  -0.348
H -4.071 3.584 -1.374  -0.829
H -4.754 5.965 -0.660  0.382
H -3.458 6.528 -1.693  0.600